Entry 1:
Computed, not measured: a structure of composition C14H29BClFKO3P at a distorted geometry, with ωB97M-V with the def2-TZVPD basis set.

XYZ file:
```
51
Properties=species:S:1:pos:R:3
C 2.20186 -1.71249 2.41255
C 2.09474 -0.18069 2.36077
P 1.93584 0.64169 0.71238
C 3.57014 0.18930 -0.02873
C 4.65566 1.18162 0.39667
C 0.71767 -0.46838 -0.14533
O -0.40789 -0.50175 0.69137
B -1.50652 0.29785 0.09827
C -2.92357 -0.51890 0.12197
C -2.81003 -2.00616 -0.23941
C -3.72915 -2.94868 0.53315
F -2.99350 -3.85970 1.30951
C -1.66403 1.73831 0.94542
C -1.57083 2.99575 0.11932
C -1.72018 4.27892 0.91260
Cl -2.94599 2.93532 -1.11515
O -1.04560 0.58335 -1.29030
C 0.25247 0.11382 -1.50659
C 0.22559 -0.96168 -2.59384
C 1.60029 -1.30426 -3.14465
O 1.70595 -2.65003 -3.61356
H 1.65878 -2.10746 3.27149
H 1.77935 -2.19454 1.53324
H 3.23857 -2.03959 2.50707
H 3.00168 0.25457 2.79246
H 1.26060 0.16574 2.96913
H 3.49020 0.17677 -1.11824
H 3.86243 -0.81487 0.29242
H 4.80304 1.15660 1.47830
H 4.39430 2.20159 0.11318
H 5.61548 0.92377 -0.05521
H 1.10943 -1.48235 -0.30751
H -3.60803 -0.02760 -0.58840
H -3.38107 -0.42425 1.11902
H -1.78796 -2.35234 -0.06162
H -3.01706 -2.14172 -1.30438
H -4.36318 -3.54967 -0.12439
H -4.37257 -2.40033 1.22771
H -0.86958 1.81407 1.69843
H -2.61871 1.79432 1.50292
H -0.66282 3.02981 -0.47918
H -2.56124 4.19288 1.61026
H -1.86716 5.15312 0.27843
H -0.82332 4.41136 1.52009
H 0.92409 0.93113 -1.82186
H -0.24109 -1.85143 -2.14958
H -0.44312 -0.61788 -3.38612
H 1.82477 -0.65639 -3.99654
H 2.36916 -1.15510 -2.38023
H 0.87580 -3.10165 -3.41175
K -5.23367 2.86822 0.33448
```

## Properties
Molar mass in g mol⁻¹: 380.72

***

Entry 2:
Computed, not measured: a structure of composition C36H84BeClN6O8 at a distorted geometry, with ωB97M-V with the def2-TZVPD basis set.

XYZ file:
```
136
Properties=species:S:1:pos:R:3
Be -1.63440 4.28315 -1.03093
N -1.42486 -0.94034 -3.74434
H -0.58019 -1.18612 -4.27144
H -1.04258 -0.76571 -2.80881
H -2.17775 -1.64542 -3.79120
H -1.73550 -0.04872 -4.13387
N 0.46461 1.95747 3.75813
H 0.67578 1.90810 2.75755
H -0.20787 2.70521 3.95595
H 1.26441 2.12078 4.36998
H -0.03648 1.11078 4.06154
Cl -0.08953 1.07475 -0.37295
O 0.67265 1.28054 0.84224
O -1.30094 1.83925 -0.16469
O 0.66394 1.65197 -1.46352
O -0.48812 -0.31148 -0.55585
C 3.91943 2.60874 -0.29078
C 5.20761 3.35790 -0.73508
C 5.18004 3.46150 -2.25960
C 6.19297 4.40870 -2.88795
C 6.01063 5.76740 -2.23113
C 6.06531 5.77497 -0.69998
N 5.22627 4.68212 -0.16771
O 5.14915 4.69054 1.20550
C 7.52359 5.63876 -0.21598
C 5.40037 7.08432 -0.17712
C 6.44179 2.49263 -0.36619
H 3.80857 1.63904 -0.78352
H 3.03677 3.15377 -0.62915
H 3.85308 2.33918 0.76267
H 5.05038 2.43721 -2.60913
H 4.20798 3.90725 -2.52049
H 6.08401 4.52161 -3.96544
H 7.21100 4.02770 -2.77032
H 5.13278 6.30255 -2.59943
H 6.84813 6.38033 -2.57721
H 8.13575 4.91964 -0.76433
H 8.05978 6.57753 -0.11074
H 7.51812 5.12412 0.75145
H 6.05645 7.85786 -0.58419
H 4.44283 7.21656 -0.67814
H 5.35334 7.20592 0.89918
H 6.50350 2.35825 0.71262
H 7.34048 2.89226 -0.82743
H 6.29182 1.51289 -0.82067
H 4.35227 5.22114 1.38028
C -6.37149 -2.00701 -5.21547
C -5.15207 -1.15484 -4.83145
C -5.67643 0.19223 -4.28502
C -6.16639 0.12948 -2.84938
C -5.07036 -0.43004 -1.99989
C -4.64572 -1.86093 -2.41400
N -4.24074 -1.80802 -3.84906
O -3.75464 -3.05811 -4.28718
C -3.42867 -2.12925 -1.53142
C -5.79431 -2.86747 -2.08024
C -4.32758 -0.85317 -6.08167
H -6.11015 -3.04255 -5.45265
H -6.87871 -1.60279 -6.08828
H -7.06210 -2.06459 -4.37521
H -4.76402 0.80437 -4.26332
H -6.39817 0.61082 -4.98069
H -7.13802 -0.35750 -2.75226
H -6.27942 1.18882 -2.59370
H -5.27814 -0.53978 -0.93356
H -4.25635 0.29658 -2.11545
H -2.89242 -3.05699 -1.74603
H -2.72461 -1.29500 -1.47457
H -3.74513 -2.17737 -0.48494
H -6.21444 -3.24521 -3.01418
H -5.31117 -3.75186 -1.66211
H -6.60448 -2.47582 -1.47593
H -4.85019 -0.44562 -6.94501
H -3.92424 -1.80786 -6.43638
H -3.47284 -0.20082 -5.87563
H -4.42736 -3.73673 -4.08688
C -3.02075 2.93945 3.98923
C -3.44641 1.48395 3.90469
C -3.98705 1.26439 2.50153
C -4.25724 -0.18548 2.10500
C -2.94212 -0.96794 2.23815
C -2.24140 -0.78447 3.59454
N -2.25639 0.60840 4.04481
O -1.61189 0.73246 5.28674
C -2.98786 -1.73978 4.57998
C -0.80295 -1.30607 3.41214
C -4.50244 1.18687 4.98142
H -2.54257 3.09338 4.96390
H -3.76059 3.68154 3.71031
H -2.15178 3.13908 3.34125
H -4.90770 1.83454 2.35517
H -3.27992 1.60600 1.73869
H -4.54752 -0.10588 1.05223
H -5.12498 -0.66052 2.56424
H -2.27227 -0.67378 1.42587
H -3.20012 -2.01844 2.10314
H -2.48888 -2.00050 5.52018
H -3.99253 -1.35213 4.71052
H -2.92429 -2.73800 4.14005
H -0.62112 -2.35561 3.20945
H -0.29748 -0.70446 2.64305
H -0.18258 -1.02167 4.27350
H -5.12842 2.05811 5.19249
H -4.12126 0.93429 5.97578
H -5.22401 0.39206 4.78098
H -2.04022 0.14807 5.94167
C 0.22364 -4.34479 -0.32299
C 1.50631 -4.35309 0.55380
C 2.44082 -5.40540 -0.12680
C 3.89482 -5.34317 0.33048
C 4.42819 -3.92066 0.38332
C 3.52213 -2.89709 1.07272
N 2.15410 -3.07549 0.62778
O 1.27459 -2.09953 1.10968
C 3.78112 -3.04124 2.60021
C 3.99197 -1.50616 0.67615
C 1.10240 -4.92370 1.93484
H 0.45973 -3.97437 -1.32771
H -0.25366 -5.30415 -0.50223
H -0.48099 -3.61570 0.08399
H 2.14257 -6.39437 0.22586
H 2.34060 -5.40894 -1.21111
H 4.05481 -5.82280 1.29820
H 4.41648 -5.96009 -0.40381
H 4.65050 -3.56944 -0.63065
H 5.39445 -3.94475 0.88863
H 2.92513 -2.70064 3.19074
H 4.66995 -2.48653 2.88573
H 3.88609 -4.08270 2.90491
H 3.89123 -1.22170 -0.37610
H 5.08285 -1.42036 0.74561
H 3.62692 -0.72385 1.34347
H 0.76585 -5.95037 1.81656
H 1.92643 -4.94023 2.64582
H 0.30007 -4.30561 2.33982
H 1.07863 -1.60053 0.29617
```

## Properties
Molar mass in g mol⁻¹: 773.57
Energy relative to the best compared isomer or geometry (same formula, charge and spin) in eV: 0.000
Charge: +3

***

Entry 3:
Computed, not measured: a cluster of 2 separate species, C2H4F2Si in total at a distorted geometry, with ωB97M-V with the def2-TZVPD basis set.

XYZ file:
```
9
Properties=species:S:1:pos:R:3
C -1.84219 -0.24131 1.02304
C -1.19225 -0.92893 1.91129
F -2.29953 -0.81842 -0.09459
F -0.80708 -0.37318 3.01681
Si 2.48540 1.00947 -1.31407
H -2.16251 0.81454 1.24165
H 3.00855 0.11500 -2.30033
H -1.14660 -2.02148 1.98258
H 3.31012 2.10587 -2.03601
```

## Properties
Molar mass in g mol⁻¹: 94.14
Energy relative to the best compared isomer or geometry (same formula, charge and spin) in eV: 6.884

***

Entry 4:
Computed, not measured: a cluster of 4 separate species, C9H23INO3 in total at a distorted geometry, with ωB97M-V with the def2-TZVPD basis set.

XYZ file:
```
37
Properties=species:S:1:pos:R:3
I 1.40222 -0.50905 -3.91694
O 4.07201 1.81354 -3.99923
H 3.94739 2.11063 -3.09330
H 3.64743 0.92947 -4.01344
O 1.93626 -1.63840 -7.29965
H 2.37626 -2.47152 -7.10903
H 1.54221 -1.37889 -6.44060
C -0.94884 2.37906 -0.13232
C -0.64635 1.37433 0.97757
C -1.97224 1.15743 1.71490
C -2.01216 -0.03244 2.69619
C -1.73485 -1.28336 1.85762
C -0.44317 -1.20740 1.03079
N -0.25491 0.07833 0.43825
O 0.88090 0.15984 -0.41815
C 0.74949 -1.57168 1.97077
C -0.50161 -2.33463 -0.00437
C 0.37552 1.94916 1.95230
H -0.05001 2.61569 -0.70188
H -1.36610 3.28726 0.30414
H -1.70466 1.97524 -0.80700
H -2.17823 2.02127 2.36371
H -2.82264 1.08358 1.03480
H -2.96519 -0.04682 3.21853
H -1.18727 0.06677 3.40478
H -2.59640 -1.58240 1.25025
H -1.68175 -2.14269 2.54069
H 0.99951 -0.79837 2.70320
H 0.62123 -2.47208 2.58215
H 1.65102 -1.73488 1.37584
H -1.32961 -2.25046 -0.71207
H 0.40018 -2.33001 -0.62215
H -0.55230 -3.30635 0.48718
H 0.53434 1.27287 2.79407
H -0.03237 2.87941 2.35063
H 1.35007 2.08357 1.48230
H 0.49463 -0.14601 -1.26054
```

## Properties
Molar mass in g mol⁻¹: 320.19
Energy relative to the best compared isomer or geometry (same formula, charge and spin) in eV: 0.417
Charge: -1

***

no.,LUMO energy (eV),gap between HOMO and LUMO (eV),E_HOMO (eV)
1,-1.43,5.83,-7.261
2,-12.67,1.71,-14.379
3,-1.05,8.02,-9.068
4,2.78,7.14,-4.364